[1]
This record from the OMol25 dataset describes a structure of composition C2H9N6 in a non-equilibrium geometry. The level of theory is wB97M-V/def2-TZVPD.

- net charge = +1
- 2S+1 = 1
- relative energy (zero: lowest compared OMol25 entry of this formula, charge and spin) (kJ/mol) = 203.0

Last column: natural (NBO) charge in e.
Positions of all 17 atoms, in Å:
C (1.115, 0.046, 0.154)  -0.122
C (0.306, -1.119, -0.118)  0.438
N (-0.852, -1.047, -0.745)  -0.531
N (0.772, 1.221, -0.163)  -0.157
N (0.685, -2.356, 0.195)  -0.758
N (1.614, 2.220, -0.106)  -0.553
N (-1.932, 0.856, 0.458)  -0.550
N (-2.119, 0.229, -0.668)  -0.177
H (2.104, -0.038, 0.767)  0.185
H (-1.250, -2.036, -0.922)  0.388
H (1.713, -2.635, 0.302)  0.422
H (0.311, -3.144, -0.395)  0.409
H (1.106, 2.938, -0.540)  0.405
H (2.566, 2.173, 0.145)  0.394
H (-1.363, 1.696, 0.433)  0.404
H (-2.268, 0.210, 1.260)  0.419
H (-2.033, 0.826, -1.489)  0.384

---

[2]
This record from the OMol25 dataset describes the molecule C19H25N5OS in a non-equilibrium geometry. The level of theory is wB97M-V/def2-TZVPD.

- 2S+1 = 1
- relative energy (zero: lowest compared OMol25 entry of this formula, charge and spin) (kJ/mol) = 1480.2
- SMILES string = CC[C@@H](O)CNc1nc(-n2nc(C)cc2C)nc2sc3c(c12)CCCC3

Last column: natural (NBO) charge in e.
Positions of all 51 atoms, in Å:
C (1.077, -1.832, -4.651)  -0.597
C (1.999, -1.613, -3.665)  -0.414
C (1.186, -1.414, -2.215)  0.144
O (0.636, -2.585, -1.831)  -0.801
C (2.142, -0.883, -1.143)  -0.265
N (1.782, 0.352, -0.441)  -0.618
C (0.605, 0.289, 0.322)  0.493
N (0.111, -0.744, 0.235)  -0.502
C (-1.183, -0.677, 0.894)  0.561
N (-1.843, -2.004, 0.818)  -0.136
N (-1.438, -2.962, 0.195)  -0.280
C (-2.325, -3.982, 0.320)  0.174
C (-1.840, -5.311, -0.644)  -0.590
C (-3.243, -3.728, 1.107)  -0.326
C (-3.132, -2.335, 1.500)  0.147
C (-3.771, -1.693, 2.629)  -0.704
N (-1.969, 0.207, 1.700)  -0.456
C (-0.962, 1.278, 1.594)  0.087
S (-1.546, 2.762, 2.528)  0.444
C (-0.212, 3.527, 2.033)  -0.271
C (0.788, 2.816, 1.296)  -0.030
C (0.099, 1.536, 0.921)  -0.229
C (2.221, 3.364, 0.719)  -0.398
C (2.354, 4.705, 1.281)  -0.409
C (1.334, 5.568, 1.404)  -0.377
C (0.129, 4.944, 2.101)  -0.400
H (0.418, -2.794, -4.523)  0.230
H (1.696, -1.785, -5.594)  0.204
H (0.337, -0.929, -4.891)  0.201
H (2.425, -0.693, -3.630)  0.190
H (2.697, -2.281, -3.596)  0.198
H (0.230, -0.565, -2.284)  0.125
H (0.119, -2.530, -0.927)  0.528
H (2.110, -1.903, -0.330)  0.202
H (3.146, -0.907, -1.348)  0.207
H (2.281, 1.254, -0.696)  0.405
H (-1.932, -6.050, 0.047)  0.200
H (-0.951, -5.242, -1.005)  0.217
H (-2.830, -5.497, -1.127)  0.219
H (-3.913, -4.250, 1.419)  0.197
H (-3.916, -0.619, 2.136)  0.262
H (-3.153, -1.151, 3.393)  0.254
H (-4.720, -2.081, 3.018)  0.242
H (2.928, 2.560, 0.791)  0.233
H (2.108, 3.461, -0.336)  0.194
H (3.208, 5.180, 0.513)  0.210
H (2.715, 4.356, 2.301)  0.211
H (1.388, 6.547, 1.845)  0.247
H (0.917, 5.694, 0.193)  0.163
H (-0.741, 5.614, 2.262)  0.241
H (0.432, 5.024, 3.362)  0.172

---

[3]
This record from the OMol25 dataset describes a cluster of 2 separate species, C7H18BClO2S in total in a non-equilibrium geometry. The level of theory is wB97M-V/def2-TZVPD.

- 2S+1 = 1

Last column: natural (NBO) charge in e.
Positions of all 30 atoms, in Å:
C (2.582, 0.356, 1.067)  -0.609
C (1.350, 0.492, 0.169)  -0.214
C (1.481, 1.850, -0.564)  -0.599
C (1.247, -0.588, -0.930)  -0.526
C (0.502, -1.853, -0.581)  -0.524
S (-1.163, -1.560, 0.060)  0.858
C (-0.931, -1.382, 1.855)  -0.748
C (-1.767, -0.038, -0.647)  -0.937
B (-2.959, 0.626, 0.195)  1.114
O (-2.692, 1.758, 0.887)  -0.849
O (-4.236, 0.143, 0.254)  -0.891
H (3.447, 0.269, 0.415)  0.214
H (2.694, 1.261, 1.655)  0.210
H (2.546, -0.527, 1.704)  0.193
H (0.444, 0.586, 0.769)  0.155
H (0.611, 2.006, -1.193)  0.209
H (1.571, 2.650, 0.168)  0.196
H (2.366, 1.801, -1.190)  0.225
H (0.838, -0.146, -1.896)  0.313
H (2.269, -0.893, -1.145)  0.232
H (0.332, -2.422, -1.495)  0.280
H (1.030, -2.524, 0.092)  0.238
H (-1.542, -0.585, 2.261)  0.257
H (0.116, -1.172, 2.025)  0.249
H (-1.178, -2.352, 2.262)  0.251
H (-2.155, -0.318, -1.626)  0.301
H (-0.993, 0.697, -0.833)  0.278
H (-1.785, 2.053, 0.703)  0.497
H (-4.572, 0.057, -0.654)  0.506
Cl (0.546, -0.245, -3.788)  -0.877

---

Listing HOMO-LUMO gap for the structures above in their given order: 9.236, 7.770, 7.017 eV.